[1]
Entry from the Open Molecules 2025 dataset: a 2-piece molecular cluster, C2H4NOP overall in a non-equilibrium geometry (ωB97M-V/def2-TZVPD).

Geometry (Å):
C 0.650 0.259 0.522
C 1.843 -0.198 0.774
N -0.433 0.787 0.366
O -2.417 -0.391 -1.265
P -2.115 -1.614 -2.258
H 2.198 -0.694 1.740
H 2.674 -0.117 0.029
H -0.583 1.800 0.748
H -1.816 0.170 -0.656

Forces on atoms 1 to 3 (eV/Å):
1.1667 0.5143 0.9682
1.9257 -0.9271 0.4331
-1.6278 2.1199 0.4003

The calculation puts the LUMO energy (alpha / beta) at 0.1 / 0.1 eV. The calculation puts the orbital gap (alpha / beta) at 7.0 / 7.0 eV. The calculation puts the energy above the lowest of the compared OMol25 structures with the same formula, charge and spin at 305.6 kJ/mol. For the HOMO energy (alpha / beta), the calculation gives -6.968 / -6.971 eV.

[2]
Entry from the Open Molecules 2025 dataset: a 2-piece molecular cluster, C2H4NOS2 overall in a non-equilibrium geometry (ωB97M-V/def2-TZVPD).

Geometry (Å):
C -2.596 -0.742 2.991
C 1.297 1.543 1.811
N -0.568 1.352 -0.086
O -3.635 -0.218 3.286
S -1.377 -1.749 3.138
S 0.972 0.807 0.168
H 2.153 2.034 1.951
H 1.287 0.750 2.633
H 0.413 2.151 1.971
H -1.103 0.485 -0.062

Forces on atoms 1 to 3 (eV/Å):
-3.0040 0.0091 2.8790
-3.2892 -3.5233 1.0075
-0.6922 -0.2636 -0.5210

The calculation puts the LUMO energy at 2.6 eV. The calculation puts the orbital gap at 4.2 eV. The calculation puts the energy above the lowest of the compared OMol25 structures with the same formula, charge and spin at 210.2 kJ/mol. The net charge is -1. For the HOMO energy, the calculation gives -1.615 eV.

[3]
Entry from the Open Molecules 2025 dataset: one molecule with the formula C2H4NP in a non-equilibrium geometry (ωB97M-V/def2-TZVPD).

Geometry (Å):
C 0.619 -0.635 0.482
C 0.282 -0.606 -0.898
N -0.287 0.692 -1.292
P -0.320 0.854 0.333
H 1.046 -1.374 1.044
H 0.114 -1.454 -1.547
H -1.653 0.507 0.909
H 0.199 2.016 0.968

Forces on atoms 1 to 3 (eV/Å):
-1.4996 2.4844 -3.9643
-0.8878 0.8474 1.0084
0.7554 -1.8131 1.1704

The calculation puts the LUMO energy at 0.8 eV. The calculation puts the orbital gap at 9.0 eV. The calculation puts the energy above the lowest of the compared OMol25 structures with the same formula, charge and spin at 242.8 kJ/mol. For the HOMO energy, the calculation gives -8.174 eV.

[4]
Entry from the Open Molecules 2025 dataset: one molecule with the formula C2H4NP in a non-equilibrium geometry (ωB97M-V/def2-TZVPD).

Geometry (Å):
C 0.214 1.041 0.613
C 1.031 0.929 -0.387
N -0.269 0.228 -0.466
P -0.254 -1.473 -0.189
H -0.298 1.471 1.497
H 1.872 0.727 -0.984
H -1.268 -1.747 -1.052
H -1.028 -1.177 0.969

Forces on atoms 1 to 3 (eV/Å):
0.5311 1.2836 0.4027
-0.7421 -0.3866 1.6384
-1.2354 0.2220 -1.9462

The calculation puts the LUMO energy at 1.1 eV. The calculation puts the orbital gap at 8.9 eV. The calculation puts the energy above the lowest of the compared OMol25 structures with the same formula, charge and spin at 358.8 kJ/mol. The SMILES is PN1C=C1. For the HOMO energy, the calculation gives -7.741 eV.